(one)
Here is a single C3H3NS2 molecule from the Open Molecules 2025 dataset. Energies are from wB97M-V/def2-TZVPD.

## Properties
HOMO level (alpha / beta)   -9.03 / -9.03 eV
Net charge   0

Cartesian coordinates (Å):
S 2.499 0.271 -0.466
S 3.716 1.705 -0.353
N 2.148 -3.229 -0.677
C 2.217 -2.237 -0.026
C 0.951 0.372 0.484
C 3.073 -1.137 0.259
H 0.699 -0.662 0.693
H 0.220 0.978 0.070
H 1.094 0.715 1.470

***

(two)
Here is a single C3H3NS2 molecule from the Open Molecules 2025 dataset. Energies are from wB97M-V/def2-TZVPD.

## Properties
HOMO level (alpha / beta)   -9.29 / -9.29 eV
Net charge   0

Cartesian coordinates (Å):
S 1.883 -0.458 0.226
S 2.116 -2.744 -0.028
N 4.860 1.696 -0.082
C 2.395 1.180 0.135
C 0.094 -0.129 0.060
C 3.742 1.405 0.035
H -0.130 0.710 0.714
H -0.477 -1.006 0.344
H -0.107 0.149 -0.970

***

Which is most stable? The ranking, best first, is (two), (one).

***

(one)
Here is 2 unconnected molecules or ions with the total composition C2H4BrN from the Open Molecules 2025 dataset. Energies are from wB97M-V/def2-TZVPD.

## Properties
HOMO level   -9.16 eV
Net charge   0

Cartesian coordinates (Å):
Br 2.992 -0.223 0.265
N 1.313 0.442 0.465
C -1.091 0.209 0.092
C 0.286 -0.077 0.074
H -1.528 -0.810 0.232
H 0.578 -1.412 -1.041
H -1.364 1.068 0.847
H -1.187 0.803 -0.934

***

(two)
Here is a single C2H4BrN molecule from the Open Molecules 2025 dataset. Energies are from wB97M-V/def2-TZVPD.

## Properties
HOMO level   -9.88 eV
Net charge   0

Cartesian coordinates (Å):
Br -2.652 -2.511 -1.145
N -0.641 -0.514 -1.057
C 0.361 0.158 -0.349
C -1.529 -1.276 -0.366
H 0.173 0.188 0.733
H -1.270 -1.264 0.746
H 1.273 -0.328 -0.329
H 0.435 1.283 -0.753

***

Which is most stable? The ranking, best first, is (two), (one).